A molecular structure, C14H17IN2O2W. Source: the Open Molecules 2025 dataset; level of theory: wB97M-V/def2-TZVPD.

Last column: natural (NBO) charge in e.
CARTESIAN COORDINATES (ANGSTROEM)
C1 0.8718 -2.8217 2.5651  -0.672
C2 -0.2490 -2.9773 1.4911  -0.689
H1 1.8924 -2.5970 2.2079  0.265
H2 0.9750 -3.8149 3.0677  0.301
H3 0.5594 -2.1787 3.3999  0.241
H4 -0.2277 -2.6008 0.4198  0.162
H5 -0.2177 -4.0481 1.2538  0.336
H6 -1.2168 -2.8669 1.9964  0.279
C3 2.2725 1.5732 0.2101  0.082
C4 2.8737 2.6890 -0.3839  -0.191
C5 2.4506 3.1520 -1.6266  -0.097
C6 1.4000 2.4959 -2.2513  -0.163
H7 2.5793 1.1879 1.1731  0.228
H8 3.6823 3.1774 0.1647  0.269
H9 2.9317 4.0070 -2.0876  0.267
H10 0.9765 2.8032 -3.2056  0.251
N1 1.2549 0.9292 -0.3998  -0.463
C7 0.8168 1.3903 -1.6060  0.139
C8 -0.4023 0.7569 -2.0274  0.282
N2 -0.8440 -0.2325 -1.1702  -0.537
C9 -2.0558 -0.8260 -1.3602  0.060
C10 -2.4553 0.5780 -3.3072  -0.079
C11 -2.8725 -0.4260 -2.4207  -0.201
H11 -2.3181 -1.5984 -0.6381  0.222
H12 -3.8305 -0.9196 -2.5516  0.271
C12 -1.2116 1.1811 -3.1019  -0.188
H13 -0.8473 1.9840 -3.7469  0.257
H14 -3.0927 0.8693 -4.1529  0.273
W1 0.2425 -0.8071 0.5051  1.231
I1 2.3253 -2.1070 -0.5442  0.059
C13 -0.9006 -0.2817 3.2373  -0.269
O1 -1.1986 1.0215 2.6953  -0.477
C14 -0.7442 1.0464 1.3507  0.464
O2 -0.9462 2.0646 0.7138  -0.514
H15 -1.2415 -0.2803 4.2743  0.270
H16 0.2021 -0.4419 3.1824  0.173
H17 -1.4344 -1.0809 2.6738  0.160

As for the total charge: +2. The expectation value of S² is 2.09. The multiplicity is 3. The value obtained for the relative energy (zero: lowest compared OMol25 entry of this formula, charge and spin) is 0.0 kcal/mol. Its strongest force on any atom is 3.18 eV/Å.